No. 1
{"formula": "C5H6O2", "method": "ωB97M-V with the def2-TZVPD basis set", "total_energy_ev": -9372.46162, "orbital_gap_ha": 0.3908, "e_above_lowest_kj_mol": 447.1, "max_force_ev_per_a": 0.615, "species": ["O", "C", "C", "C", "O", "C", "C", "H", "H", "H", "H", "H", "H"], "xyz": [[-0.155319, 0.236762, 1.826835], [-0.086842, 1.147121, 0.692023], [0.615317, 0.142629, -0.230874], [0.356216, -0.966754, 0.835948], [-0.785764, -1.601723, 0.836773], [0.035901, -0.084219, -1.546195], [-0.432831, -0.250092, -2.642035], [-1.038985, -0.575548, 1.557738], [-1.084016, 1.454573, 0.367316], [0.508586, 2.018275, 0.963261], [1.685681, 0.357658, -0.312387], [1.242169, -1.462393, 1.258164], [-0.860112, -0.416289, -3.606568]], "atomic_forces_ev_per_a": [[0.212, -0.098, -0.014], [0.023, 0.262, -0.085], [0.003, 0.057, -0.095], [0.165, 0.201, 0.228], [-0.183, 0.215, 0.207], [-0.130, -0.047, -0.492], [0.152, 0.035, 0.443], [-0.113, -0.545, -0.260], [0.148, -0.067, 0.059], [-0.056, -0.070, -0.087], [-0.150, -0.048, -0.014], [-0.153, 0.066, -0.062], [0.081, 0.038, 0.173]], "lowdin_charge": [-0.074, -0.114, -0.232, -0.318, -0.054, -0.095, 0.133, 0.169, 0.133, 0.123, 0.147, 0.152, 0.030]}

=====

No. 2
{"formula": "C5H6O2", "method": "ωB97M-V with the def2-TZVPD basis set", "total_energy_ev": -9374.70841, "smiles": "O=CCC#CCO", "orbital_gap_ha": 0.3907, "e_above_lowest_kj_mol": 230.3, "max_force_ev_per_a": 0.564, "species": ["O", "C", "C", "C", "C", "C", "O", "H", "H", "H", "H", "H", "H"], "xyz": [[-0.079347, -2.524834, -2.723316], [-0.204806, -1.636295, -1.920356], [0.081454, -1.828915, -0.433111], [-0.066864, -0.598200, 0.341020], [-0.184004, 0.434948, 0.951411], [-0.287787, 1.732419, 1.639277], [0.604448, 2.697626, 1.120338], [-0.536282, -0.619290, -2.220402], [-0.595466, -2.609019, -0.061996], [1.096767, -2.233417, -0.336814], [-1.330775, 2.083132, 1.601874], [-0.024737, 1.611837, 2.694761], [0.456151, 2.748613, 0.167366]], "atomic_forces_ev_per_a": [[-0.066, 0.420, 0.370], [0.056, -0.310, -0.263], [0.027, -0.045, 0.036], [-0.051, 0.449, 0.305], [0.052, -0.388, -0.304], [-0.180, -0.210, 0.222], [-0.033, 0.085, -0.255], [0.032, -0.146, 0.019], [0.076, 0.115, -0.070], [-0.146, 0.052, -0.039], [0.193, -0.061, -0.020], [-0.046, -0.006, -0.151], [0.086, 0.045, 0.150]], "lowdin_charge": [0.055, -0.255, -0.155, -0.038, 0.012, -0.277, -0.059, 0.125, 0.130, 0.130, 0.119, 0.123, 0.090]}

=====

No. 3
{"formula": "C5H6O2", "method": "ωB97M-V with the def2-TZVPD basis set", "total_energy_ev": -9373.69044, "smiles": "C=C=C(C=O)CO", "orbital_gap_ha": 0.3697, "e_above_lowest_kj_mol": 328.6, "max_force_ev_per_a": 0.781, "species": ["C", "C", "C", "C", "O", "C", "O", "H", "H", "H", "H", "H", "H"], "xyz": [[-1.775189, -0.925252, 1.256896], [-0.505029, -0.689130, 0.983652], [0.311621, -0.134571, 0.130530], [-0.845012, 0.403082, -0.743439], [-1.266406, 1.530522, -0.688267], [1.787625, 0.148692, -0.073756], [2.057323, 0.513855, -1.411379], [-2.382083, -0.153255, 1.727257], [-2.257543, -1.852907, 0.966889], [-1.330124, -0.404739, -1.325426], [2.137440, 0.921575, 0.626359], [2.392539, -0.745223, 0.115757], [1.674832, 1.387355, -1.565069]], "atomic_forces_ev_per_a": [[0.209, -0.222, 0.343], [-0.170, -0.054, -0.100], [-0.374, 0.055, 0.049], [0.321, 0.551, -0.452], [0.507, -0.280, -0.346], [-0.123, -0.121, 0.345], [-0.152, 0.231, -0.053], [0.127, -0.249, 0.163], [0.084, -0.052, 0.225], [-0.050, 0.249, -0.067], [-0.165, -0.098, -0.102], [-0.295, 0.095, 0.045], [0.082, -0.105, -0.050]], "lowdin_charge": [0.026, -0.057, -0.139, -0.266, 0.058, -0.207, -0.057, 0.084, 0.073, 0.139, 0.126, 0.127, 0.093]}

=====

No. 4
{"formula": "C5H6O2", "method": "ωB97M-V with the def2-TZVPD basis set", "total_energy_ev": -9373.35122, "smiles": "C#CO/C=C\\CO", "orbital_gap_ha": 0.3760, "e_above_lowest_kj_mol": 361.3, "max_force_ev_per_a": 0.517, "species": ["C", "C", "O", "C", "C", "C", "O", "H", "H", "H", "H", "H", "H"], "xyz": [[-0.892702, 0.137688, 2.385722], [-0.509341, -0.686296, 1.598459], [-0.090582, -1.654345, 0.825991], [-0.050042, -1.501739, -0.554876], [0.022397, -0.390792, -1.280613], [0.164024, 1.049221, -0.838888], [1.498001, 1.369170, -0.480451], [-1.262855, 0.867264, 3.069199], [-0.044643, -2.491102, -0.997068], [0.071982, -0.578872, -2.350058], [-0.531355, 1.288772, -0.028425], [-0.074975, 1.701183, -1.682533], [1.700091, 0.889849, 0.333540]], "atomic_forces_ev_per_a": [[0.167, -0.359, -0.333], [-0.142, 0.344, 0.289], [-0.063, 0.154, 0.185], [-0.027, 0.124, -0.297], [0.057, -0.159, 0.081], [-0.374, -0.013, -0.118], [0.121, -0.108, 0.260], [0.085, -0.104, -0.107], [-0.006, 0.150, 0.033], [0.007, -0.002, 0.124], [0.121, -0.041, -0.117], [0.015, -0.108, 0.097], [0.040, 0.121, -0.098]], "lowdin_charge": [0.131, -0.237, 0.010, -0.104, -0.041, -0.263, -0.056, 0.035, 0.123, 0.107, 0.095, 0.116, 0.085]}

=====

No. 5
{"formula": "C5H6O2", "method": "ωB97M-V with the def2-TZVPD basis set", "total_energy_ev": -9374.64517, "smiles": "O=CCC#CCO", "orbital_gap_ha": 0.3924, "e_above_lowest_kj_mol": 236.4, "max_force_ev_per_a": 0.592, "species": ["O", "C", "C", "C", "C", "C", "O", "H", "H", "H", "H", "H", "H"], "xyz": [[-2.245160, 1.242923, -0.724255], [-2.470923, 0.094467, -0.443533], [-1.625359, -0.720152, 0.531866], [-0.198399, -0.417918, 0.428857], [0.977545, -0.189510, 0.297875], [2.390209, 0.171606, 0.090784], [2.597692, 0.898502, -1.101948], [-3.345018, -0.441225, -0.872476], [-1.995614, -0.477230, 1.539197], [-1.814151, -1.788673, 0.379243], [2.754003, 0.722470, 0.971900], [2.997945, -0.734251, 0.004367], [1.977226, 1.638990, -1.101875]], "atomic_forces_ev_per_a": [[-0.116, -0.576, 0.071], [0.078, 0.412, -0.074], [0.030, -0.020, 0.030], [0.554, 0.062, -0.044], [-0.519, -0.049, 0.039], [0.012, -0.253, 0.289], [-0.122, 0.256, -0.028], [0.087, 0.116, 0.097], [0.029, -0.036, -0.140], [0.043, 0.147, -0.019], [-0.075, -0.061, -0.167], [-0.104, 0.103, 0.024], [0.105, -0.101, -0.080]], "lowdin_charge": [0.065, -0.256, -0.159, -0.027, 0.016, -0.277, -0.058, 0.122, 0.128, 0.115, 0.119, 0.121, 0.092]}

=====

No. 6
{"formula": "C5H6O2", "method": "ωB97M-V with the def2-TZVPD basis set", "total_energy_ev": -9371.75436, "smiles": "C#C[C@H]1CO1.C=O", "orbital_gap_ha": 0.3713, "e_above_lowest_kj_mol": 515.4, "max_force_ev_per_a": 1.739, "species": ["C", "C", "C", "C", "O", "H", "H", "H", "H", "C", "O", "H", "H"], "xyz": [[1.846272, -1.748838, 1.831099], [1.028801, -1.162290, 1.181150], [0.035430, -0.393887, 0.500939], [0.309160, 1.001120, 0.191098], [0.244025, -0.117293, -0.851442], [2.563327, -2.289753, 2.395547], [-1.012185, -0.620366, 0.711923], [-0.469782, 1.744299, 0.456085], [1.295140, 1.412910, 0.069033], [-1.445924, 0.549872, -1.737115], [-2.364922, -0.127716, -1.328862], [-1.100146, 1.451494, -1.206005], [-0.946533, 0.442813, -2.714915]], "atomic_forces_ev_per_a": [[-0.134, 0.017, -0.147], [0.400, -0.686, 0.503], [0.098, -0.194, 0.823], [0.540, -0.301, -0.236], [0.450, 1.551, 0.644], [0.085, -0.038, 0.038], [0.148, -0.051, 0.132], [0.197, -0.678, -1.054], [0.336, -0.134, 0.793], [-0.955, 0.497, -0.384], [0.116, 0.172, -0.300], [-0.939, 0.197, -0.681], [-0.342, -0.353, -0.132]], "lowdin_charge": [0.144, -0.057, -0.350, -0.021, -0.074, 0.031, 0.156, 0.132, 0.124, -0.234, -0.021, 0.065, 0.105]}

=====

No. 7
{"formula": "C5H6O2", "method": "ωB97M-V with the def2-TZVPD basis set", "total_energy_ev": -9371.64865, "orbital_gap_ha": 0.3674, "e_above_lowest_kj_mol": 525.6, "max_force_ev_per_a": 0.652, "species": ["C", "C", "O", "C", "O", "C", "C", "H", "H", "H", "H", "H", "H"], "xyz": [[-1.946397, -0.542107, -0.217619], [-0.771478, -0.173922, 0.653619], [0.297199, -1.219085, 0.395571], [1.409444, -0.557395, 0.016174], [2.476704, -1.009200, -0.269690], [0.838774, 0.788616, 0.092197], [-0.269862, 1.282308, 0.394944], [-2.221079, -1.585031, -0.033086], [-2.792692, 0.109733, 0.010489], [-1.684125, -0.426084, -1.272692], [-0.979955, -0.266693, 1.720468], [3.034747, 1.547271, -0.569205], [2.608720, 2.051595, -0.921176]], "atomic_forces_ev_per_a": [[-0.015, 0.017, -0.017], [-0.382, -0.252, 0.111], [0.137, -0.042, -0.034], [0.426, -0.175, -0.107], [-0.588, 0.234, 0.157], [-0.368, 0.267, 0.092], [0.595, -0.151, -0.166], [0.044, 0.130, -0.009], [0.120, -0.087, -0.022], [-0.026, -0.011, 0.136], [0.032, 0.049, -0.134], [-0.020, 0.044, -0.067], [0.044, -0.024, 0.060]], "lowdin_charge": [-0.039, -0.329, 0.045, -0.514, 0.124, 0.047, 0.081, 0.092, 0.092, 0.098, 0.149, 0.075, 0.080]}

=====

No. 8
{"formula": "C5H6O2P", "method": "ωB97M-V with the def2-TZVPD basis set", "charge": -1, "total_energy_ev": -18665.32318, "orbital_gap_ha": 0.2882, "e_above_lowest_kj_mol": 287.2, "max_force_ev_per_a": 5.998, "species": ["C", "C", "C", "C", "C", "O", "O", "P", "H", "H", "H", "H", "H", "H"], "xyz": [[-0.675517, 0.480207, -0.177324], [0.450192, 1.089275, 0.117615], [-0.766287, -1.007568, -0.021047], [1.441295, -0.461873, 0.791091], [0.670871, -1.563137, -0.015207], [1.013720, 2.158911, 0.026502], [-1.746797, -1.732648, 0.105132], [-2.080766, 1.401029, -0.690876], [2.414546, -0.340878, 0.513395], [1.092183, -0.358160, 1.845610], [0.678810, -2.553646, 0.566350], [1.030026, -1.564586, -0.977144], [-1.828529, 1.931271, -2.023029], [-1.693747, 2.521803, -0.061067]], "atomic_forces_ev_per_a": [[-3.710, -2.712, -1.035], [5.549, -1.976, 1.130], [0.670, 0.598, 0.001], [-4.965, 1.412, -0.700], [-0.742, 0.369, 5.012], [-0.424, 0.451, 0.268], [0.224, 0.670, -0.332], [-1.758, -0.779, -0.996], [2.719, 0.413, -0.130], [0.951, -0.473, -0.662], [-0.010, 1.064, -1.364], [0.928, -0.532, -2.305], [0.312, -0.269, 0.490], [0.257, 1.767, 0.622]], "lowdin_charge": [-0.538, -0.464, -0.474, -0.074, -0.168, -0.035, -0.026, 0.784, 0.013, 0.079, 0.118, 0.068, -0.128, -0.155]}

=====

What did the eighth record say?
{"formula": "C5H6O2P", "method": "ωB97M-V with the def2-TZVPD basis set", "charge": -1, "total_energy_ev": -18665.32318, "orbital_gap_ha": 0.2882, "e_above_lowest_kj_mol": 287.2, "max_force_ev_per_a": 5.998, "species": ["C", "C", "C", "C", "C", "O", "O", "P", "H", "H", "H", "H", "H", "H"], "xyz": [[-0.675517, 0.480207, -0.177324], [0.450192, 1.089275, 0.117615], [-0.766287, -1.007568, -0.021047], [1.441295, -0.461873, 0.791091], [0.670871, -1.563137, -0.015207], [1.013720, 2.158911, 0.026502], [-1.746797, -1.732648, 0.105132], [-2.080766, 1.401029, -0.690876], [2.414546, -0.340878, 0.513395], [1.092183, -0.358160, 1.845610], [0.678810, -2.553646, 0.566350], [1.030026, -1.564586, -0.977144], [-1.828529, 1.931271, -2.023029], [-1.693747, 2.521803, -0.061067]], "atomic_forces_ev_per_a": [[-3.710, -2.712, -1.035], [5.549, -1.976, 1.130], [0.670, 0.598, 0.001], [-4.965, 1.412, -0.700], [-0.742, 0.369, 5.012], [-0.424, 0.451, 0.268], [0.224, 0.670, -0.332], [-1.758, -0.779, -0.996], [2.719, 0.413, -0.130], [0.951, -0.473, -0.662], [-0.010, 1.064, -1.364], [0.928, -0.532, -2.305], [0.312, -0.269, 0.490], [0.257, 1.767, 0.622]], "lowdin_charge": [-0.538, -0.464, -0.474, -0.074, -0.168, -0.035, -0.026, 0.784, 0.013, 0.079, 0.118, 0.068, -0.128, -0.155]}